<i>
{
  "formula": "C5H8N2",
  "method": "ωB97M-V/def2-TZVPD",
  "elements": ["C", "H", "H", "H", "C", "H", "C", "C", "H", "H", "N", "H", "C", "N", "H"],
  "xyz": [[2.0755, 0.3501, -0.1787], [-1.5011, 1.9507, -1.0126], [3.0177, -0.0667, 0.1578], [-2.0922, -0.9229, -0.4205], [0.9979, -0.6802, -0.2227], [0.6099, 0.5570, 1.8016], [-1.7755, -0.2153, 0.3493], [-0.5679, 0.5339, -0.1324], [2.1310, 1.1000, -0.9599], [-2.5989, 0.4754, 0.5392], [-0.5633, 1.5681, -0.8684], [-1.5463, -0.7788, 1.2562], [0.9061, 0.2905, 0.8002], [0.8762, -1.8528, -0.7298], [0.0307, -2.3091, -0.3792]],
  "mulliken_charge": [-0.592, 0.262, 0.257, 0.333, 0.540, 0.436, -1.413, 0.733, 0.233, 0.452, -0.626, 0.341, -0.387, -0.795, 0.225],
  "total_charge": 0,
  "homo_ev": -8.523
}

<ii>
{
  "formula": "C5H8N2",
  "method": "ωB97M-V/def2-TZVPD",
  "elements": ["H", "H", "H", "C", "H", "H", "N", "C", "H", "C", "N", "C", "H", "C", "H"],
  "xyz": [[2.3775, -0.1738, 1.5257], [-1.5853, -0.1709, -2.4322], [1.3992, -1.7524, -0.2495], [1.5089, 0.3196, 1.9683], [-2.6831, 1.0148, -1.6670], [0.3849, -1.5160, -1.7877], [-0.9244, 0.6900, -0.6149], [0.6406, -1.1969, -0.7848], [1.0123, -0.3867, 2.6374], [0.5725, 0.7328, 0.8865], [-0.0747, 1.7827, 0.6891], [-1.9767, 0.2049, -1.4782], [-2.5299, -0.6132, -0.9996], [0.0409, -0.1251, -0.2281], [1.8373, 1.1903, 2.5350]],
  "mulliken_charge": [0.325, 0.242, 0.256, -1.121, 0.303, 0.222, -0.127, -1.080, 0.288, 0.869, -0.454, -0.810, 0.293, 0.449, 0.344],
  "total_charge": 0,
  "homo_ev": [-7.729, -7.729]
}

<iii>
{
  "formula": "C5H8N2",
  "method": "ωB97M-V/def2-TZVPD",
  "elements": ["H", "C", "N", "H", "H", "C", "H", "H", "C", "C", "H", "H", "N", "H", "C"],
  "xyz": [[-2.5809, 0.7700, -0.6782], [2.1254, 0.0526, -0.5665], [-0.9396, 0.2171, 0.4809], [-1.7042, -0.6472, -1.2889], [2.5569, 0.8538, -1.1684], [0.0878, 0.9882, 0.0221], [2.8620, -0.6437, -0.1897], [-0.9820, -1.3183, 1.9765], [1.2334, 0.5081, 0.5742], [-0.3772, -0.6067, 1.4282], [-2.7205, -0.8012, 0.1581], [0.0084, 1.6422, -0.8324], [0.9091, -0.4408, 1.5477], [1.4660, -0.5276, -1.2454], [-2.0507, -0.1329, -0.3802]],
  "mulliken_charge": [0.297, -1.161, 0.096, 0.316, 0.300, -0.526, 0.340, 0.394, 0.547, -0.095, 0.331, 0.386, -0.643, 0.294, -0.873],
  "total_charge": 0,
  "homo_ev": -8.098,
  "smiles": "Cc1cn(C)cn1"
}

Name the most stable of them. <iii>.

<i>
{
  "formula": "C5H8N2",
  "method": "ωB97M-V/def2-TZVPD",
  "elements": ["H", "H", "C", "C", "H", "H", "H", "H", "C", "H", "N", "N", "C", "H", "C"],
  "xyz": [[-1.2121, 0.0875, -1.3737], [-1.5454, -1.3459, 0.5566], [0.7079, -0.9927, -0.8846], [-0.3770, 0.0867, -0.6662], [1.2104, 1.4499, -0.0799], [-0.4103, 2.0815, 0.2212], [0.2253, 2.0280, -1.4310], [0.4249, -1.7814, -1.5887], [-0.6799, -0.6808, 0.6509], [1.6968, -0.6126, -1.1630], [-1.1695, 0.8174, 2.7438], [0.5476, -1.4872, 0.5022], [-0.9067, 0.1344, 1.8471], [1.2982, -1.2757, 1.1435], [0.1897, 1.4908, -0.4784]],
  "mulliken_charge": [0.405, 0.253, -0.726, 0.313, 0.346, 0.375, 0.367, 0.249, 0.182, 0.338, -0.446, -0.490, 0.003, 0.307, -1.476],
  "total_charge": 0,
  "homo_ev": -9.453,
  "smiles": "C[C@H]1CN[C@H]1C#N"
}

<ii>
{
  "formula": "C5H8N2",
  "method": "ωB97M-V/def2-TZVPD",
  "elements": ["C", "N", "C", "H", "H", "H", "H", "C", "H", "N", "H", "C", "H", "C", "H"],
  "xyz": [[0.3110, -0.7671, 0.6084], [2.6043, -0.0801, -0.0783], [1.2117, -0.1482, -0.2069], [-2.7070, 0.6385, 0.3634], [-2.4216, -0.4199, 1.7536], [3.0610, 0.0706, -0.9660], [-1.7239, 0.4990, -1.5899], [-0.8400, 0.2070, -1.0357], [0.4762, -1.4266, 1.4494], [-0.9926, -0.5362, 0.1263], [-1.3903, 1.0128, 1.4814], [-1.9343, 0.1941, 0.9955], [0.8636, 1.1379, -2.0319], [0.4627, 0.4930, -1.2605], [3.0194, -0.8747, 0.3910]],
  "mulliken_charge": [-1.076, -0.555, 1.131, 0.322, 0.284, 0.245, 0.413, -0.489, 0.332, 0.019, 0.315, -0.883, 0.352, -0.648, 0.239],
  "total_charge": 0,
  "homo_ev": -7.682,
  "smiles": "Cn1ccc(N)c1"
}

<iii>
{
  "formula": "C5H8N2",
  "method": "ωB97M-V/def2-TZVPD",
  "elements": ["N", "H", "H", "C", "C", "C", "H", "H", "H", "H", "N", "H", "H", "C", "C"],
  "xyz": [[1.7193, 1.2247, 1.4369], [-2.7940, 1.0085, -1.4914], [2.2162, -1.3137, 1.2488], [1.3125, -1.0882, 0.6635], [-2.2177, 0.0827, -1.3825], [-0.0485, 0.6113, -0.2119], [1.0699, -2.8918, 0.1395], [-2.5842, -0.4614, -0.5035], [1.8780, 0.8605, 2.3709], [-0.2631, 1.6165, -0.8893], [0.6377, -1.9751, 0.0374], [-2.4128, -0.5097, -2.2815], [1.2947, 2.1391, 1.5295], [-0.7475, 0.3687, -1.3196], [0.9394, 0.3279, 0.6530]],
  "mulliken_charge": [-0.637, 0.313, 0.350, -0.277, -0.880, 0.362, 0.234, 0.297, 0.249, 0.116, -0.589, 0.297, 0.240, -0.200, 0.125],
  "total_charge": 0,
  "homo_ev": -7.040
}

Name the most stable of them. <ii>.

<i>
{
  "formula": "C5H8N2",
  "method": "ωB97M-V/def2-TZVPD",
  "elements": ["H", "C", "H", "C", "H", "H", "H", "H", "C", "C", "N", "H", "C", "H", "N"],
  "xyz": [[-2.3296, 0.9833, -0.8067], [0.5939, -0.2745, 0.7850], [1.6745, -0.9192, 2.5196], [0.3424, -1.3733, -0.0850], [-1.2351, 1.0682, -2.5115], [1.5931, 0.8457, 2.2918], [0.9088, -2.2857, -0.1784], [-1.0034, 2.3198, -1.2870], [-1.5516, 1.3916, -1.5001], [-0.7398, -0.9917, -0.8269], [-0.2601, 0.7067, 0.5727], [-1.3264, -1.4973, -1.5878], [1.6923, -0.1152, 1.7807], [2.6658, -0.1371, 1.2765], [-1.0250, 0.2787, -0.4430]],
  "mulliken_charge": [0.498, 0.679, 0.277, -0.672, 0.222, 0.301, 0.371, 0.224, -0.848, -0.351, -0.905, 0.425, -1.017, 0.255, 0.541],
  "total_charge": 0,
  "homo_ev": -8.800,
  "smiles": "Cc1ccn(C)n1"
}

<ii>
{
  "formula": "C5H8N2",
  "method": "ωB97M-V/def2-TZVPD",
  "elements": ["H", "H", "H", "C", "N", "H", "H", "H", "C", "C", "C", "C", "N", "H", "H"],
  "xyz": [[-2.0075, -1.1074, -2.3826], [-0.5502, 1.6225, -0.9150], [1.5487, -1.6542, 1.0253], [-0.3122, 0.6600, -0.4592], [-0.2483, -1.5254, -0.1292], [-2.8221, -0.0885, -1.3601], [2.5144, 1.1337, 1.4773], [1.4810, 2.3336, 0.6517], [-0.9291, -0.5232, -0.7650], [0.7854, -1.0008, 0.6099], [1.4815, 1.4185, 1.2488], [0.7383, 0.3724, 0.4705], [-2.1343, -0.8298, -1.4201], [-0.4951, -2.4959, -0.2393], [0.9859, 1.6684, 2.2025]],
  "mulliken_charge": [0.235, 0.336, 0.351, -0.579, 0.008, 0.238, 0.332, 0.309, 0.094, -0.753, -1.154, 0.732, -0.572, 0.205, 0.218],
  "total_charge": 0,
  "homo_ev": -7.679,
  "smiles": "Cc1c[nH]c(N)c1"
}

Name the most stable of them. <ii>.

<i>
{
  "formula": "C5H8N2",
  "method": "ωB97M-V/def2-TZVPD",
  "elements": ["H", "H", "H", "C", "C", "N", "H", "H", "C", "C", "N", "H", "C", "H", "H"],
  "xyz": [[1.8424, -2.0007, 0.6781], [3.3862, 0.1119, -0.0518], [1.6638, 2.1194, -0.7205], [0.1545, 0.5796, -0.1907], [1.5264, -1.0179, 0.3487], [0.2131, -0.6854, 0.2393], [-1.5159, 1.2231, -1.2386], [-1.8797, -1.4869, -0.6131], [-1.9113, -0.9091, 0.3015], [2.3025, 0.0737, -0.0300], [-1.2036, 0.9781, -0.3006], [-1.4939, 1.7060, 0.3494], [1.4133, 1.1210, -0.3838], [-1.6680, -1.4734, 1.1913], [-2.8297, -0.3394, 0.4208]],
  "mulliken_charge": [0.382, 0.402, 0.395, 0.272, -0.925, -0.186, 0.274, 0.309, -0.447, -0.177, -0.350, 0.307, -0.849, 0.273, 0.320],
  "total_charge": 0,
  "homo_ev": -7.330
}

<ii>
{
  "formula": "C5H8N2",
  "method": "ωB97M-V/def2-TZVPD",
  "elements": ["H", "H", "C", "H", "C", "H", "C", "H", "N", "H", "H", "C", "N", "C", "H"],
  "xyz": [[2.2555, 0.3597, 1.2470], [-0.2705, 0.5643, 2.1649], [1.3253, -0.9904, -0.1689], [1.6982, -1.9488, 0.4025], [1.0913, 0.1786, 0.7381], [2.0680, -1.0548, -1.0653], [-0.1260, -1.2689, -0.8157], [-0.5309, -2.2364, -0.6635], [-1.0331, 2.0344, -1.1874], [-1.9833, -0.6164, 0.2173], [-0.3008, -1.2452, -1.9822], [-0.8042, 1.0903, -0.4196], [-0.0774, -0.2571, 1.4366], [-0.8399, -0.2803, 0.2595], [0.9586, 1.3610, 0.3747]],
  "mulliken_charge": [0.257, 0.343, -0.345, 0.276, -0.737, 0.291, -0.826, 0.308, -0.533, 0.331, 0.309, 0.129, -0.530, 0.430, 0.296],
  "total_charge": 0,
  "homo_ev": -10.013
}

<iii>
{
  "formula": "C5H8N2",
  "method": "ωB97M-V/def2-TZVPD",
  "elements": ["C", "C", "H", "H", "H", "H", "C", "C", "N", "C", "H", "H", "H", "H", "N"],
  "xyz": [[0.0040, 0.8296, -0.2413], [1.3101, 1.2145, -0.4426], [-0.9215, -2.2838, 0.6207], [-1.0721, 2.4460, -0.7589], [-1.9197, 1.3584, 0.1701], [-1.7889, -0.9039, 1.3046], [1.3108, -0.8618, 0.3350], [-1.2130, -1.2482, 0.4369], [-0.0228, -0.4546, 0.2305], [2.2183, 0.1894, -0.0002], [-1.8598, -1.2193, -0.4461], [2.0017, -0.9401, -0.7182], [1.5375, -1.7753, 0.8772], [1.6079, 2.1776, -0.8442], [-1.1926, 1.4715, -0.5236]],
  "mulliken_charge": [0.296, -0.386, 0.312, 0.260, 0.224, 0.300, -0.030, -0.931, 0.137, -1.078, 0.364, 0.185, 0.489, 0.354, -0.495],
  "total_charge": 0,
  "homo_ev": -7.971
}

Name the most stable of them. <iii>.